<i>
The following is a quantum chemistry calculation of the ion C4H10N2O with charge +1, from the OMol25 dataset.

```
17
C4H10N2O (ωB97M-V with the def2-TZVPD basis set)
C 0.102 -1.496 -0.849
N 0.130 -0.811 0.382
C 0.696 -1.578 1.496
C 0.419 0.664 0.381
C -0.655 1.541 -0.213
N -0.842 1.423 -1.670
O 0.169 -2.693 -0.887
H 0.257 -0.797 -1.698
H 0.429 -1.091 2.444
H 0.198 -2.531 1.457
H 1.771 -1.643 1.329
H 1.429 0.732 -0.032
H 0.501 0.829 1.458
H -0.489 2.618 0.014
H -1.567 1.312 0.336
H -1.791 1.157 -1.917
H -0.756 2.364 -2.030
```

## Properties
Gap between HOMO and LUMO (spin up / spin down) (Eh): 0.377 / 0.208
<S²>: 0.770
Molar mass (g/mol): 102.1
LUMO level (spin up / spin down) (eV): -3.98 / -8.58
Charge: +1
2S+1: 2

=====

<ii>
The following is a quantum chemistry calculation of the ion C4H10N2O with charge +1, from the OMol25 dataset.

```
17
C4H10N2O (ωB97M-V with the def2-TZVPD basis set)
O 1.799 -1.993 0.728
C 1.213 -1.232 0.047
C 0.312 -0.080 0.675
C 1.173 0.832 1.546
N -0.343 0.637 -0.351
C -1.533 0.180 -1.032
N -2.272 1.320 -1.453
H 1.240 -1.278 -1.057
H -0.443 -0.610 1.267
H 1.791 1.488 0.934
H 1.858 0.226 2.135
H 0.569 1.408 2.239
H -0.298 1.653 -0.260
H -1.156 -0.373 -1.912
H -2.077 -0.521 -0.385
H -2.735 1.749 -0.656
H -2.999 1.091 -2.119
```

## Properties
Gap between HOMO and LUMO (spin up / spin down) (Eh): 0.407 / 0.241
<S²>: 0.755
Molar mass (g/mol): 102.1
LUMO level (spin up / spin down) (eV): -3.77 / -8.09
Charge: +1
2S+1: 2

=====

<iii>
The following is a quantum chemistry calculation of the ion C4H10N2O with charge +1, from the OMol25 dataset.

```
17
C4H10N2O (ωB97M-V with the def2-TZVPD basis set)
O -1.275 -0.698 2.653
C -1.559 0.030 1.722
C -0.306 0.338 0.779
C -0.633 1.623 0.030
N -0.351 -0.806 -0.183
C 0.613 -0.767 -1.263
N 2.018 -0.906 -0.714
H -2.603 0.296 1.522
H 0.570 0.474 1.416
H -1.611 1.684 -0.548
H -0.481 2.526 0.678
H -0.042 1.813 -0.788
H -0.298 -1.673 0.336
H 0.605 0.136 -1.938
H 0.386 -1.792 -1.802
H 2.347 -1.794 -0.479
H 2.620 -0.482 -1.422
```

## Properties
Gap between HOMO and LUMO (spin up / spin down) (Eh): 0.390 / 0.205
<S²>: 0.758
Molar mass (g/mol): 102.1
LUMO level (spin up / spin down) (eV): -4.04 / -8.94
Charge: +1
2S+1: 2

=====

<iv>
The following is a quantum chemistry calculation of the ion C4H10N2O with charge +1, from the OMol25 dataset.

```
17
C4H10N2O (ωB97M-V with the def2-TZVPD basis set)
O -1.283 -1.919 0.604
C -1.004 -1.063 1.424
C -0.397 0.297 0.774
C -1.483 1.404 0.728
N 0.133 0.173 -0.535
C 1.305 -0.711 -0.728
N 1.881 -0.424 -2.068
H -1.221 -1.063 2.501
H 0.471 0.740 1.401
H -2.477 0.959 0.756
H -1.443 2.076 1.591
H -1.354 2.093 -0.213
H -0.591 -0.193 -1.211
H 1.020 -1.758 -0.635
H 2.014 -0.472 0.232
H 1.545 0.378 -2.563
H 2.885 -0.517 -2.060
```

## Properties
Gap between HOMO and LUMO (spin up / spin down) (Eh): 0.371 / 0.192
<S²>: 0.756
Molar mass (g/mol): 102.1
LUMO level (spin up / spin down) (eV): -4.21 / -8.64
Charge: +1
2S+1: 2

=====

The structure with the greatest stability is <ii>.

=====

<i>
The following is a quantum chemistry calculation of the ion C4H10N2O with charge +1, from the OMol25 dataset.

```
17
C4H10N2O (ωB97M-V with the def2-TZVPD basis set)
C -1.418 2.313 -0.100
C -0.492 1.165 -0.381
N -0.945 -0.168 -0.113
C -0.306 -0.921 0.932
C 1.167 -1.199 0.687
N 1.523 -2.157 -0.309
O 0.623 1.246 -0.837
H -2.387 2.040 -0.537
H -0.983 3.175 -0.591
H -1.646 2.285 0.967
H -1.964 -0.247 -0.139
H -0.825 -1.881 1.105
H -0.534 -0.500 1.919
H 1.596 -1.618 1.611
H 1.740 -0.269 0.611
H 0.952 -2.072 -1.154
H 1.495 -3.123 0.001
```

## Properties
Gap between HOMO and LUMO (spin up / spin down) (Eh): 0.420 / 0.193
<S²>: 0.757
Molar mass (g/mol): 102.1
LUMO level (spin up / spin down) (eV): -3.15 / -8.89
Charge: +1
2S+1: 2

=====

<ii>
The following is a quantum chemistry calculation of the ion C4H10N2O with charge +1, from the OMol25 dataset.

```
17
C4H10N2O (ωB97M-V with the def2-TZVPD basis set)
N -0.493 0.183 2.635
C -1.018 0.351 1.172
C 0.099 0.467 0.094
N 0.197 -0.464 -0.912
C 0.964 0.098 -1.992
C -0.763 -1.444 -1.257
O 1.107 1.123 0.427
H -0.060 -0.764 2.760
H 0.426 0.820 2.627
H -1.743 1.198 1.056
H -1.525 -0.550 0.884
H 0.386 0.809 -2.577
H 1.957 0.501 -1.609
H 1.140 -0.742 -2.577
H -0.891 -1.342 -2.348
H -1.678 -1.307 -0.748
H -0.498 -2.463 -1.048
```

## Properties
Gap between HOMO and LUMO (spin up / spin down) (Eh): 0.365 / 0.198
<S²>: 0.780
Molar mass (g/mol): 102.1
LUMO level (spin up / spin down) (eV): -4.44 / -8.89
Charge: +1
2S+1: 2

=====

The structure with the greatest stability is <i>.

=====

<i>
The following is a quantum chemistry calculation of the molecule C2H4N2S2, from the OMol25 dataset.

```
10
C2H4N2S2 (ωB97M-V with the def2-TZVPD basis set)
H -0.687 -2.178 0.667
N -1.464 -1.665 0.256
C -1.163 -0.436 -0.014
N -2.107 0.512 -0.296
C 0.286 0.138 0.015
S 0.580 1.759 0.110
S 1.609 -0.987 -0.093
H -3.028 0.217 -0.073
H -1.914 1.469 -0.089
H 0.861 -2.014 -0.503
```

## Properties
Gap between HOMO and LUMO (Eh): 0.298
Structure (SMILES): [H]/N=C(/N)C(=S)S
Molar mass (g/mol): 120.2
LUMO level (eV): -1.09
Charge: 0

=====

<ii>
The following is a quantum chemistry calculation of the molecule C2H4N2S2, from the OMol25 dataset.

```
10
C2H4N2S2 (ωB97M-V with the def2-TZVPD basis set)
C 0.596 0.902 0.957
C -0.213 1.462 -0.119
N 0.505 -0.137 1.597
N -0.884 -1.556 -0.422
S -1.889 1.229 -0.116
S -2.012 -0.741 0.518
H 1.353 1.661 1.200
H 0.093 2.373 -0.600
H -1.270 -2.359 -0.899
H -0.058 -1.767 0.132
```

## Properties
Gap between HOMO and LUMO (spin up / spin down) (Eh): 0.284 / 0.269
Molar mass (g/mol): 120.2
LUMO level (spin up / spin down) (eV): -0.90 / -0.45
Charge: 0

=====

The structure with the greatest stability is <i>.

=====

<i>
The following is a quantum chemistry calculation of the molecule C2H4N2S2, from the OMol25 dataset.

```
10
C2H4N2S2 (ωB97M-V with the def2-TZVPD basis set)
C 0.992 1.194 -0.087
C 0.006 0.195 0.545
N 2.211 1.052 -0.326
N -0.068 -1.890 -0.867
S 3.124 -0.221 0.042
S 0.565 -1.521 0.494
H 0.548 2.012 -0.655
H -0.275 0.422 1.495
H -0.885 0.215 -0.200
H 0.223 -2.780 -1.147
```

## Properties
Gap between HOMO and LUMO (spin up / spin down) (Eh): 0.293 / 0.264
Molar mass (g/mol): 120.2
LUMO level (spin up / spin down) (eV): -0.58 / -1.11
Charge: 0

=====

<ii>
The following is a quantum chemistry calculation of the molecule C2H4N2S2, from the OMol25 dataset.

```
10
C2H4N2S2 (ωB97M-V with the def2-TZVPD basis set)
H 1.591 -1.522 -1.041
N 0.895 -0.747 -1.183
C 0.388 -0.364 -0.073
N 0.822 -0.617 1.180
C -0.861 0.495 -0.271
S -1.845 0.610 1.044
S -0.914 1.428 -1.691
H 0.319 -0.227 1.957
H 1.610 -1.201 1.403
H -2.004 2.146 -1.326
```

## Properties
Gap between HOMO and LUMO (Eh): 0.300
Structure (SMILES): [H]/N=C(\N)C(=S)S
Molar mass (g/mol): 120.2
LUMO level (eV): -0.70
Charge: 0

=====

<iii>
The following is a quantum chemistry calculation of the molecule C2H4N2S2, from the OMol25 dataset.

```
10
C2H4N2S2 (ωB97M-V with the def2-TZVPD basis set)
S -0.687 -1.742 1.749
N -0.282 -2.184 0.119
C 0.036 -1.230 -0.698
C 0.224 0.196 -0.394
N 0.592 1.012 -1.370
S 0.414 2.695 -0.748
H -0.902 -3.112 2.059
H 0.321 -1.479 -1.712
H 0.038 0.524 0.646
H 1.166 3.219 -1.713
```

## Properties
Gap between HOMO and LUMO (Eh): 0.309
Structure (SMILES): S/N=C\C=N\S
Molar mass (g/mol): 120.2
LUMO level (eV): -0.50
Charge: 0

=====

The structure with the greatest stability is <ii>.

=====

<i>
The following is a quantum chemistry calculation of a cluster of 2 separate species, C4H2S2 in total, from the OMol25 dataset.

```
8
C4H2S2 (ωB97M-V with the def2-TZVPD basis set)
S 2.624 -2.173 -2.446
C 2.728 -1.909 -0.885
C 2.879 -1.653 0.330
S 2.840 -1.307 1.886
C -0.530 -0.114 -1.059
C 0.304 0.110 -0.231
H -1.209 -0.360 -1.792
H 1.188 0.114 0.292
```

## Properties
Gap between HOMO and LUMO (spin up / spin down) (Eh): 0.220 / 0.220
Structure (SMILES): S=C=C=S.C#C
Molar mass (g/mol): 114.2
LUMO level (spin up / spin down) (eV): -2.62 / -2.62
Charge: 0

=====

<ii>
The following is a quantum chemistry calculation of the molecule C4H2S2, from the OMol25 dataset.

```
8
C4H2S2 (ωB97M-V with the def2-TZVPD basis set)
S -2.371 -0.608 -2.206
C -1.668 0.281 -1.086
C -0.456 0.034 -0.360
C 0.516 -0.166 0.382
C 1.714 -0.374 1.097
S 2.321 0.691 2.188
H -1.954 1.375 -0.826
H 2.116 -1.362 0.919
```

## Properties
Gap between HOMO and LUMO (Eh): 0.263
Structure (SMILES): S=CC#CC=S
Molar mass (g/mol): 114.2
LUMO level (eV): -2.26
Charge: 0

=====

<iii>
The following is a quantum chemistry calculation of a structure of composition C4H2S2, from the OMol25 dataset.

```
8
C4H2S2 (ωB97M-V with the def2-TZVPD basis set)
C -0.662 0.409 0.272
C 0.684 0.453 0.075
C -0.699 1.767 0.829
C 0.792 1.816 0.611
S -1.822 2.758 1.412
S 1.968 2.883 0.855
H -1.428 -0.322 0.098
H 1.414 -0.228 -0.319
```

## Properties
Gap between HOMO and LUMO (Eh): 0.288
Molar mass (g/mol): 114.2
LUMO level (eV): -1.00
Charge: 0

=====

The structure with the greatest stability is <iii>.

=====

<i>
The following is a quantum chemistry calculation of the molecule C3H9NS2, from the OMol25 dataset.

```
15
C3H9NS2 (ωB97M-V with the def2-TZVPD basis set)
C 1.581 -1.596 -0.516
N 0.604 -0.577 -0.876
C -0.426 -0.417 0.136
C -1.488 0.552 -0.341
S -0.993 2.297 -0.201
S -1.032 2.473 1.891
H 1.183 -2.597 -0.731
H 2.524 -1.491 -1.056
H 1.821 -1.604 0.560
H 1.113 0.289 -1.023
H -0.053 -0.054 1.113
H -0.851 -1.404 0.324
H -1.598 0.435 -1.417
H -2.434 0.433 0.181
H 0.049 3.261 1.954
```

## Properties
Gap between HOMO and LUMO (Eh): 0.326
Structure (SMILES): CNCCSS
Molar mass (g/mol): 123.2
LUMO level (eV): 0.47
Charge: 0

=====

<ii>
The following is a quantum chemistry calculation of the molecule C3H9NS2, from the OMol25 dataset.

```
15
C3H9NS2 (ωB97M-V with the def2-TZVPD basis set)
C -0.579 -1.984 -0.952
N 0.269 -1.098 -0.116
C 0.106 0.216 -0.608
C 1.125 1.217 -0.007
S 1.160 1.322 1.847
S -0.974 1.507 2.099
H -1.612 -1.981 -0.554
H -0.490 -1.589 -2.009
H -0.171 -3.015 -0.905
H -0.176 -1.006 0.779
H -0.888 0.644 -0.326
H 0.167 0.091 -1.710
H 2.080 0.855 -0.236
H 0.846 2.288 -0.347
H -0.865 2.534 3.046
```

## Properties
Gap between HOMO and LUMO (Eh): 0.325
Structure (SMILES): CNCCSS
Molar mass (g/mol): 123.2
LUMO level (eV): 0.25
Charge: 0

=====

The structure with the greatest stability is <i>.